[1]
Computed, not measured: an isolated molecule of CH2N2O3S, with ωB97M-V/def2-TZVPD.

Summary:
HOMO level (eV): -10.8293
E_tot (hartree): -772.67098
Spin multiplicity: 1
ΔE to the lowest compared entry with this formula, charge and spin (kcal per mole): 22.49
LUMO energy (Eh): 0.00251

Element x y z (Å)
C -0.17207 -0.20644 -0.05432
N -0.78009 0.81419 0.02585
N 0.52684 -1.20024 0.07089
O 2.47339 0.36768 -1.04875
O 3.09896 -1.86275 -0.48449
O 2.82638 -0.18264 1.25465
S 2.59991 -0.64320 -0.06024
H -1.09380 1.61306 -0.50130
H 0.04863 -2.05578 0.03134

***

[2]
Computed, not measured: a cluster of 9 separate species, C43H112N8O13 in total, with ωB97M-V/def2-TZVPD.

Summary:
HOMO level (eV): -8.8247
SMILES string: COC[C@H](C)N.COC[C@H](C)N.COC[C@H](C)N.COC[C@H](C)N.COCCNCCOC.COCCNCCOC.COCCNCCOC.COCCNCCOC.CC(C)O
E_tot (hartree): -3121.17921
Spin multiplicity: 1
ΔE to the lowest compared entry with this formula, charge and spin (kcal per mole): 107.95
LUMO energy (Eh): 0.00701

Element x y z (Å)
C 8.26028 -2.64235 0.07724
O 9.33527 -1.78628 0.51935
C 9.93936 -2.29753 1.71679
C 11.18566 -1.46431 2.17654
C 11.01012 0.05007 2.28956
N 12.37512 -1.90178 1.43055
H 8.65007 -3.56840 -0.34535
H 7.75837 -2.07298 -0.70506
H 7.64296 -2.78002 0.96497
H 9.13714 -2.23162 2.45177
H 10.31448 -3.31060 1.57161
H 11.31697 -1.98396 3.12566
H 11.75216 0.45439 2.97804
H 9.99940 0.23354 2.65408
H 11.31988 0.38065 1.29816
H 12.39521 -1.58157 0.47286
H 12.29032 -2.90508 1.35121
C 6.21698 7.15171 -3.92586
O 6.40992 8.53191 -3.64393
C 5.19418 9.38332 -3.65672
C 4.48452 9.27327 -4.97759
C 3.59973 10.54208 -5.35810
N 3.65495 8.02150 -4.99801
H 6.25419 7.08188 -5.01298
H 5.28897 6.77845 -3.49275
H 7.09923 6.65564 -3.52134
H 4.63613 9.16383 -2.74650
H 5.44783 10.42979 -3.48744
H 5.19433 9.16435 -5.79759
H 4.22648 11.43059 -5.28172
H 2.75858 10.67524 -4.67777
H 3.21912 10.37994 -6.36654
H 3.07021 8.09633 -5.81812
H 3.01437 7.94984 -4.22045
C 2.40892 0.88512 8.50084
O 2.82937 0.09899 7.39736
C 1.78162 -0.67951 6.73976
C 2.30004 -1.28903 5.39652
C 3.46086 -0.56598 4.68096
N 1.17136 -1.42345 4.46002
H 3.11935 0.59245 9.27397
H 1.38071 0.78606 8.84881
H 2.42098 1.96716 8.36994
H 1.34004 -1.37639 7.45212
H 1.05325 0.04470 6.37494
H 2.68773 -2.25854 5.70935
H 3.73004 -0.75558 3.64187
H 4.39513 -0.61454 5.24031
H 3.26161 0.48826 4.48868
H 1.08257 -0.47704 4.11866
H 1.36984 -1.98863 3.64683
C -6.52475 -6.52140 5.48057
O -5.81736 -6.23768 4.30123
C -6.05084 -4.99844 3.68001
C -5.41973 -3.81078 4.41366
C -6.49375 -2.91526 4.99409
N -4.53931 -2.96333 3.56849
H -6.72484 -7.58882 5.57372
H -7.50555 -6.04811 5.43445
H -5.86994 -6.21330 6.29568
H -5.56685 -4.92696 2.70598
H -7.12522 -4.84052 3.58587
H -4.90862 -4.17454 5.30504
H -6.92023 -3.39278 5.87625
H -7.31700 -2.82935 4.28488
H -6.21777 -1.91571 5.33001
H -4.34105 -3.65654 2.86121
H -3.63877 -2.79588 3.99404
C -4.99140 7.76996 10.15264
O -4.17241 7.01619 9.26279
C -4.23984 7.40740 7.91338
C -3.45092 6.34912 7.09726
N -4.01387 5.01627 7.42669
C -3.27433 3.92746 6.74095
C -3.42510 3.84317 5.12020
O -2.55501 4.70237 4.46625
C -2.65747 4.41305 3.07058
H -4.49878 8.67297 10.51320
H -5.00780 7.25793 11.11475
H -5.98287 8.02821 9.78062
H -3.71775 8.35460 7.77805
H -5.23411 7.48010 7.47264
H -2.40529 6.53201 7.34486
H -3.60418 6.61480 6.05130
H -3.86362 4.96164 8.42396
H -3.50527 2.94468 7.15194
H -2.20033 3.98040 6.91933
H -4.46925 4.08900 4.92676
H -3.22155 2.83972 4.74635
H -3.68465 4.54135 2.72920
H -2.23956 3.44489 2.79470
H -2.06327 5.14042 2.51744
C -1.49630 -9.01813 -6.05629
O -2.55302 -9.83671 -5.62450
C -2.22901 -11.24961 -5.43210
C -3.30060 -11.95538 -4.48108
N -3.02792 -13.26652 -4.07993
C -3.49063 -14.28045 -5.04972
C -2.93041 -15.65408 -4.62728
O -3.51112 -16.05896 -3.42080
C -2.90515 -17.17692 -2.84277
H -1.06596 -9.56012 -6.89841
H -0.64810 -8.92868 -5.37757
H -1.84865 -8.05232 -6.41845
H -1.28079 -11.33177 -4.90084
H -2.13087 -11.68053 -6.42848
H -4.23084 -11.97273 -5.04894
H -3.46053 -11.31349 -3.61477
H -3.54098 -13.53516 -3.25247
H -3.15556 -14.09615 -6.07044
H -4.56798 -14.38037 -5.18176
H -1.84373 -15.57203 -4.60477
H -3.19205 -16.34780 -5.42628
H -3.61660 -17.99269 -2.71442
H -2.79075 -17.07976 -1.76315
H -2.00520 -17.59380 -3.29488
C -1.12285 6.69766 -7.21830
O -1.15807 7.98577 -6.62088
C -2.49170 8.36248 -6.11436
C -2.43280 9.67311 -5.22882
N -2.00643 9.36661 -3.90044
C -1.71175 10.53996 -3.08024
C -1.03671 9.93260 -1.83322
O 0.14618 9.31421 -2.22654
C 0.71748 8.67250 -1.01589
H -1.99263 6.53480 -7.85475
H -0.90961 5.95870 -6.44593
H -0.21663 6.62444 -7.81955
H -3.00590 7.52894 -5.63593
H -3.16792 8.59030 -6.93833
H -3.42134 10.13132 -5.19850
H -1.64510 10.27521 -5.68169
H -1.09517 8.94329 -4.00294
H -2.60108 11.07910 -2.75389
H -1.05865 11.21429 -3.63419
H -1.63510 9.19919 -1.29272
H -0.88878 10.67979 -1.05354
H 0.82275 9.21765 -0.07789
H 1.68994 8.20838 -1.18023
H 0.13153 7.78308 -0.78416
C -1.02661 -6.46390 -0.53038
O -0.15445 -5.87727 -1.46436
C 0.82544 -5.06027 -0.97728
C 1.46396 -4.34115 -2.15680
N 1.82805 -3.00143 -1.73888
C 2.41448 -2.20449 -2.82045
C 2.55935 -0.73378 -2.50782
O 1.37179 0.04349 -2.61014
C 1.54042 1.40362 -3.04024
H -0.48218 -7.18487 0.07945
H -1.95057 -6.86513 -0.94680
H -1.40387 -5.76198 0.21332
H 1.39679 -5.61751 -0.23489
H 0.27262 -4.38525 -0.32396
H 0.73822 -4.17585 -2.95309
H 2.34549 -4.86819 -2.52180
H 0.98854 -2.55105 -1.40347
H 1.85809 -2.29371 -3.75350
H 3.36988 -2.65007 -3.09751
H 3.40702 -0.41108 -3.11232
H 2.95692 -0.48731 -1.52329
H 0.90043 2.11255 -2.51495
H 1.37384 1.43494 -4.11698
H 2.53645 1.74871 -2.76285
C -3.77791 -1.21591 -3.09171
C -2.79951 -0.08787 -2.94214
C -3.66279 1.16638 -2.64496
O -1.90096 -0.35309 -1.80727
H -3.25396 -2.15082 -2.89287
H -4.14873 -1.33485 -4.10977
H -4.59688 -1.24157 -2.37287
H -2.14437 -0.12460 -3.81251
H -4.25572 1.42817 -3.52132
H -3.04469 2.06255 -2.59072
H -4.26714 1.02768 -1.74852
H -1.15022 0.20217 -2.03014

***

[3]
Computed, not measured: a structure of composition C8H24CrO9S, with ωB97M-V/def2-TZVPD.

Summary:
HOMO level (spin up / spin down) (eV): 0.5117 / -0.7076
E_tot (hartree): -2439.01992
Spin multiplicity: 5
ΔE to the lowest compared entry with this formula, charge and spin (kcal per mole): 1.88
Charge: -2
LUMO energy (spin up / spin down) (Eh): 0.17474 / 0.17449
Expectation value of S²: 6.012

Element x y z (Å)
Cr -0.61604 -0.46225 -0.63639
C 3.31717 1.19661 -0.93728
C 2.09348 1.24727 -1.84875
O 1.23956 0.17403 -1.79991
H 3.81638 0.24925 -1.16831
H 3.03295 1.14979 0.11886
H 4.03342 2.00841 -1.09985
H 2.45274 1.36321 -2.89175
H 1.56670 2.21869 -1.70922
S -3.16617 -2.27758 0.68600
O -4.05828 -1.84746 1.77251
O -3.94368 -2.64912 -0.50489
O -2.23332 -1.16778 0.36124
O -2.31437 -3.42996 1.07246
O -0.96813 -1.64195 -2.36157
H -0.52986 -2.39899 -1.97365
C 2.42735 -2.99740 -0.20097
C 1.26253 -2.90568 0.75424
O 0.06865 -2.49854 0.09609
H 2.38001 -3.93712 -0.76075
H 3.40547 -3.02964 0.29075
H 2.44842 -2.16549 -0.90740
H 1.50661 -2.14714 1.51424
H 1.04573 -3.81943 1.31393
H -0.67459 -2.97853 0.55540
C 1.46727 1.42497 2.56600
C 0.45548 1.80789 1.50168
O -0.37277 0.75839 1.07151
H 2.28892 2.12685 2.68351
H 1.76816 0.40071 2.33510
H 0.98048 1.34064 3.54629
H 1.03647 2.13405 0.63179
H -0.09556 2.72337 1.75218
H -1.07059 0.62694 1.73122
C -2.83150 2.75839 -0.11115
C -2.92480 1.72214 -1.17712
O -1.62708 1.25368 -1.55114
H -3.81362 3.16530 0.12997
H -2.02699 3.48553 -0.28114
H -2.37144 2.34544 0.79371
H -3.43844 2.14511 -2.05150
H -3.62020 0.93019 -0.88750
H -1.39654 1.59720 -2.41849

***

[4]
Computed, not measured: an isolated molecule of C5H10N2O, with ωB97M-V/def2-TZVPD.

Summary:
HOMO level (spin up / spin down) (eV): -7.3780 / -7.3775
SMILES string: CC(=C/N)/N=C(\C)O
E_tot (hartree): -381.18276
Spin multiplicity: 1
ΔE to the lowest compared entry with this formula, charge and spin (kcal per mole): 64.43
LUMO energy (spin up / spin down) (Eh): 0.03389 / 0.03389

Element x y z (Å)
C 2.27262 -0.73196 0.07014
C 0.94264 -0.05990 0.21453
C 0.41085 0.89538 -0.68749
N -0.15301 2.16052 -0.36489
N 0.07506 -0.42832 1.15681
C -1.12912 -0.30823 0.54636
C -1.66506 -1.20835 -0.52805
O -2.13466 0.20741 1.29835
H 2.30670 -1.67373 0.61884
H 3.07463 -0.08324 0.43444
H 2.48382 -0.95019 -0.98167
H 0.86164 0.93585 -1.68147
H 0.53283 2.90901 -0.37370
H -0.68340 2.17352 0.49664
H -0.86415 -1.71527 -1.06122
H -2.25587 -0.63045 -1.23877
H -2.32182 -1.95688 -0.07067
H -1.75370 0.46484 2.15180

***

[5]
Computed, not measured: a cluster of 5 separate species, C25H57N2O9 in total, with ωB97M-V/def2-TZVPD.

Summary:
HOMO level (eV): -10.9423
E_tot (hartree): -1773.00118
Spin multiplicity: 1
ΔE to the lowest compared entry with this formula, charge and spin (kcal per mole): 0.00
Charge: +1
LUMO energy (Eh): -0.09513

Element x y z (Å)
C 3.94546 1.16410 0.84190
C 4.08546 1.41898 -0.67446
C 2.92709 0.79682 -1.49829
C 4.35262 2.88435 -1.03404
C 5.67375 3.34038 -0.36570
C 3.28781 3.84551 -0.54264
O 1.98036 3.56540 -1.08982
C 1.08309 3.04081 -0.28745
C 0.88497 2.99747 1.02789
N -0.29250 2.28970 1.22335
C -0.78905 1.94505 0.07685
N 0.01778 2.37190 -0.86885
H 3.75992 2.05910 1.42454
H 4.83980 0.67892 1.20844
H 3.14491 0.45622 1.02597
H 4.96858 0.87439 -0.98592
H 2.14283 0.44359 -0.83420
H 3.31051 -0.07834 -2.00933
H 2.56218 1.47959 -2.25811
H 4.47386 2.98996 -2.10822
H 6.23132 3.98139 -1.03882
H 6.27128 2.49516 -0.05785
H 5.46001 3.94006 0.51535
H 3.55348 4.83938 -0.88131
H 3.31515 3.87875 0.54033
H 1.51574 3.42068 1.77219
H -0.66521 2.08913 2.13733
H -1.70993 1.40983 -0.05374
H -0.13724 2.24936 -1.85713
C 8.34075 0.22846 -5.23802
O 7.88648 -1.06010 -5.61236
C 7.67848 -1.92738 -4.50892
C 6.21187 -2.04042 -4.15672
O 5.68831 -0.80759 -3.67296
C 4.94844 -0.09678 -4.64936
H 8.25424 0.87562 -6.10931
H 7.74214 0.64869 -4.42566
H 9.39149 0.18970 -4.93300
H 8.25596 -1.59410 -3.64144
H 8.04528 -2.91624 -4.79932
H 6.09685 -2.77687 -3.35577
H 5.63891 -2.38831 -5.02062
H 3.97391 -0.57339 -4.80575
H 5.47755 -0.03253 -5.60205
H 4.78726 0.91324 -4.27094
C -6.36817 -2.76473 0.88989
O -5.21369 -3.18652 0.17198
C -4.83807 -2.29418 -0.85943
C -3.67130 -1.42760 -0.43896
O -4.03272 -0.54017 0.61418
C -3.58463 -0.99205 1.88123
H -6.44192 -3.38084 1.78428
H -6.30517 -1.71582 1.18808
H -7.26699 -2.91764 0.28454
H -5.68586 -1.67335 -1.16470
H -4.53346 -2.89824 -1.72024
H -3.36717 -0.80930 -1.29246
H -2.81693 -2.04661 -0.14723
H -2.50315 -0.83948 1.97343
H -3.81623 -2.04634 2.04049
H -4.09028 -0.40677 2.64752
C -6.99195 1.30053 0.54287
O -7.08582 0.68877 1.81853
C -6.40348 1.40284 2.83577
C -7.34936 2.23424 3.67534
O -7.93233 3.28235 2.92018
C -9.26118 3.00519 2.50601
H -7.72285 0.82254 -0.10814
H -7.21395 2.36882 0.59325
H -5.99241 1.14898 0.12071
H -5.62327 2.03783 2.40230
H -5.92012 0.66297 3.48277
H -6.78136 2.69801 4.48853
H -8.12068 1.60019 4.12164
H -9.94917 3.08718 3.35315
H -9.34740 2.01143 2.06122
H -9.53651 3.74832 1.75973
C 0.22117 -2.73111 0.50527
O -0.57446 -2.61819 1.67274
C -0.91989 -3.88520 2.22895
C -0.05203 -4.23021 3.41826
O 1.30150 -4.42741 3.03825
C 2.13524 -3.32056 3.32619
H 0.62629 -1.74248 0.28119
H 1.05178 -3.42505 0.64691
H -0.38714 -3.06190 -0.34400
H -0.85415 -4.66714 1.46818
H -1.96159 -3.82120 2.55762
H -0.40841 -5.17012 3.84895
H -0.12917 -3.45585 4.18763
H 2.33397 -3.26031 4.40118
H 1.69297 -2.38029 2.98457
H 3.07952 -3.47309 2.80552

***

What is the formula in the fifth record? C25H57N2O9